Computed, not measured: 7 unconnected molecules or ions with the total composition C52H55N2O29 at a distorted geometry, with ωB97M-V with the def2-TZVPD basis set.

Largest force on an atom in eV/Å: 4.76
Charge: -1
LUMO in eV: -0.65
Kohn-Sham gap in eV: 4.80

Bonds (Å) are listed after each position.
Geometry (Å):
1 C -4.18 -3.13 2.75  O2 1.415, H24 1.086, H25 1.086, H26 1.087
2 O -4.40 -2.66 1.43  C1 1.415, C3 1.425
3 C -3.63 -1.51 1.10  O2 1.425, C4 1.497, H27 1.093, H28 1.087
4 C -3.62 -1.25 -0.37  C3 1.497, C5 1.524, H29 1.088, H30 1.089
5 C -2.40 -0.39 -0.65  C4 1.524, C6 1.520, H31 1.084, H32 1.082
6 C -2.30 0.19 -2.06  C5 1.520, C7 1.531, H33 1.090, H34 1.085
7 C -0.93 -0.02 -2.70  C6 1.531, C8 1.537, H35 1.084, H36 1.089
8 C -0.05 1.24 -2.71  C7 1.537, C9 1.544, N12 1.480, H37 1.091
9 C -0.29 2.12 -1.46  C8 1.544, O10 1.258, O11 1.239
10 O -0.36 1.53 -0.35  C9 1.258
11 O -0.37 3.33 -1.69  C9 1.239
12 N 1.38 0.86 -2.84  C8 1.480, C13 1.457, C17 1.449
13 C 2.27 1.78 -2.16  N12 1.457, C14 1.518, H38 1.084, H39 1.094
14 C 3.75 1.51 -2.37  C13 1.518, C15 1.528, H40 1.088, H41 1.090
15 C 4.58 2.46 -1.50  C14 1.528, N16 1.460, H42 1.084, H43 1.089
16 N 4.69 2.05 -0.10  C15 1.460, H44 1.008, H45 1.008
17 C 1.73 0.56 -4.21  N12 1.449, C18 1.543, H46 1.093, H47 1.084
18 C 2.46 -0.79 -4.40  C17 1.543, C19 1.514, H48 1.083, H49 1.085
19 C 3.90 -0.68 -4.86  C18 1.514, O20 1.451, H50 1.085, H51 1.085
20 O 4.14 -1.62 -5.94  C19 1.451, C21 1.343
21 C 5.43 -1.87 -6.23  O20 1.343, C22 1.500, O23 1.206
22 C 6.40 -0.73 -6.29  C21 1.500, H52 1.085, H53 1.082, H54 1.074
23 O 5.77 -2.99 -6.53  C21 1.206
24 H -3.69 -4.09 2.71  C1 1.086
25 H -3.58 -2.43 3.32  C1 1.086
26 H -5.14 -3.22 3.25  C1 1.087
27 H -4.04 -0.65 1.64  C3 1.093
28 H -2.60 -1.63 1.42  C3 1.087
29 H -3.57 -2.19 -0.92  C4 1.088
30 H -4.54 -0.75 -0.70  C4 1.089
31 H -1.54 -1.02 -0.46  C5 1.084
32 H -2.40 0.42 0.07  C5 1.082
33 H -3.04 -0.32 -2.67  C6 1.090
34 H -2.58 1.24 -2.05  C6 1.085
35 H -0.36 -0.80 -2.19  C7 1.084
36 H -1.06 -0.36 -3.72  C7 1.089
37 H -0.33 1.83 -3.58  C8 1.091
38 H 2.11 1.69 -1.10  C13 1.084
39 H 2.08 2.82 -2.45  C13 1.094
40 H 4.05 1.67 -3.41  C14 1.088
41 H 3.98 0.48 -2.11  C14 1.090
42 H 4.15 3.45 -1.58  C15 1.084
43 H 5.59 2.49 -1.92  C15 1.089
44 H 4.55 1.06 -0.01  N16 1.008
45 H 4.02 2.53 0.48  N16 1.008
46 H 2.29 1.36 -4.69  C17 1.093
47 H 0.81 0.48 -4.78  C17 1.084
48 H 2.41 -1.29 -3.44  C18 1.083
49 H 1.92 -1.41 -5.11  C18 1.085
50 H 4.07 0.33 -5.24  C19 1.085
51 H 4.60 -0.85 -4.06  C19 1.085
52 H 6.43 -0.30 -7.29  C22 1.085
53 H 6.23 0.06 -5.57  C22 1.082
54 H 7.37 -1.15 -6.09  C22 1.074
55 C -7.07 -1.06 5.15  C56 1.340, C61 1.452, H65 1.081
56 C -8.14 -0.25 5.15  C55 1.340, C57 1.506, O64 1.325
57 C -9.45 -0.67 5.75  C56 1.506, O58 1.215, C59 1.454
58 O -10.36 0.14 5.73  C57 1.215
59 C -9.56 -2.01 6.31  C57 1.454, C60 1.337, H66 1.079
60 C -8.50 -2.81 6.31  C59 1.337, C61 1.503, O63 1.333
61 C -7.17 -2.39 5.74  C55 1.452, C60 1.503, O62 1.217
62 O -6.25 -3.18 5.80  C61 1.217
63 O -8.52 -4.05 6.82  C60 1.333, H67 0.977
64 O -8.13 0.97 4.65  C56 1.325, H68 0.977
65 H -6.12 -0.77 4.74  C55 1.081
66 H -10.51 -2.30 6.73  C59 1.079
67 H -7.62 -4.40 6.70  O63 0.977
68 H -9.03 1.33 4.79  O64 0.977
69 C -10.37 -2.98 11.84  C70 1.339, C75 1.450, H79 1.081
70 C -10.13 -2.57 10.59  C69 1.339, C71 1.506, O78 1.328
71 C -10.81 -1.36 10.00  C70 1.506, O72 1.216, C73 1.451
72 O -10.50 -1.04 8.87  C71 1.216
73 C -11.77 -0.64 10.81  C71 1.451, C74 1.339, H80 1.081
74 C -12.01 -1.05 12.06  C73 1.339, C75 1.507, O77 1.325
75 C -11.31 -2.24 12.66  C69 1.450, C74 1.507, O76 1.217
76 O -11.59 -2.53 13.81  C75 1.217
77 O -12.86 -0.45 12.88  C74 1.325, H81 0.977
78 O -9.29 -3.19 9.77  C70 1.328, H82 0.978
79 H -9.88 -3.84 12.27  C69 1.081
80 H -12.25 0.22 10.38  C73 1.081
81 H -12.83 -0.96 13.72  O77 0.977
82 H -9.32 -2.73 8.91  O78 0.978
83 C -5.82 0.95 8.42  C84 1.338, C89 1.450, H93 1.081
84 C -6.53 0.07 9.14  C83 1.338, C85 1.507, O92 1.326
85 C -6.83 0.29 10.60  C84 1.507, O86 1.219, C87 1.450
86 O -7.51 -0.56 11.16  C85 1.219
87 C -6.30 1.47 11.25  C85 1.450, C88 1.341, H94 1.081
88 C -5.59 2.35 10.54  C87 1.341, C89 1.509, O91 1.323
89 C -5.31 2.15 9.07  C83 1.450, C88 1.509, O90 1.214
90 O -4.67 3.00 8.49  C89 1.214
91 O -5.07 3.45 11.04  C88 1.323, H95 0.978
92 O -7.02 -1.05 8.64  C84 1.326, H96 0.979
93 H -5.60 0.81 7.37  C83 1.081
94 H -6.51 1.60 12.31  C87 1.081
95 H -4.61 3.90 10.30  O91 0.978
96 H -7.49 -1.49 9.39  O92 0.979
97 C 8.64 -3.89 -10.36  C98 1.344, C103 1.445, H107 1.080
98 C 8.42 -3.72 -9.04  C97 1.344, C99 1.510, O106 1.317
99 C 9.05 -2.60 -8.26  C98 1.510, O100 1.214, C101 1.453
100 O 8.81 -2.54 -7.07  C99 1.214
101 C 9.92 -1.66 -8.97  C99 1.453, C102 1.338, H108 1.081
102 C 10.13 -1.83 -10.28  C101 1.338, C103 1.508, O105 1.328
103 C 9.50 -2.96 -11.06  C97 1.445, C102 1.508, O104 1.219
104 O 9.75 -3.01 -12.25  C103 1.219
105 O 10.91 -1.04 -11.01  C102 1.328, H109 0.978
106 O 7.63 -4.50 -8.34  C98 1.317, H110 0.981
107 H 8.19 -4.69 -10.92  C97 1.080
108 H 10.37 -0.86 -8.40  C101 1.081
109 H 10.89 -1.39 -11.92  O105 0.978
110 H 7.56 -4.12 -7.43  O106 0.981
111 C 13.76 3.23 -11.70  C112 1.342, C117 1.448, H121 1.081
112 C 13.26 1.99 -11.61  C111 1.342, C113 1.509, O120 1.322
113 C 13.61 0.92 -12.61  C112 1.509, O114 1.215, C115 1.450
114 O 13.11 -0.18 -12.41  C113 1.215
115 C 14.49 1.25 -13.71  C113 1.450, C116 1.340, H122 1.081
116 C 14.98 2.49 -13.80  C115 1.340, C117 1.510, O119 1.325
117 C 14.66 3.56 -12.78  C111 1.448, C116 1.510, O118 1.218
118 O 15.18 4.65 -12.95  C117 1.218
119 O 15.80 2.89 -14.77  C116 1.325, H123 0.978
120 O 12.43 1.60 -10.66  C112 1.322, H124 0.982
121 H 13.52 4.01 -10.98  C111 1.081
122 H 14.72 0.47 -14.43  C115 1.081
123 H 16.00 3.83 -14.57  O119 0.978
124 H 12.21 0.66 -10.84  O120 0.982
125 C -2.27 1.45 4.25  C126 1.337, C131 1.454, H135 1.081
126 C -2.34 2.54 5.02  C125 1.337, C127 1.506, O134 1.328
127 C -1.73 3.86 4.60  C126 1.506, O128 1.224, C129 1.438
128 O -1.87 4.79 5.38  C127 1.224
129 C -1.06 3.93 3.34  C127 1.438, C130 1.351, H136 1.080
130 C -0.99 2.84 2.54  C129 1.351, C131 1.522, O133 1.308
131 C -1.60 1.52 2.96  C125 1.454, C130 1.522, O132 1.213
132 O -1.49 0.55 2.24  C131 1.213
133 O -0.41 2.89 1.36  C130 1.308, H137 0.982
134 O -2.94 2.57 6.21  C126 1.328, H138 0.980
135 H -2.69 0.50 4.55  C125 1.081
136 H -0.63 4.88 3.05  C129 1.080
137 H -0.55 2.06 0.86  O133 0.982
138 H -2.86 3.49 6.53  O134 0.980